1.
# C2H5OP

A cluster of 2 separate species, C2H5OP in total at a distorted geometry (ωB97M-V with the def2-TZVPD basis set, OMol25).

Each line ends with the natural charge from an NBO analysis.
Geometry (Å):
C (-0.086, -0.053, -0.064)  -0.446
C (-0.215, 0.548, 1.322)  -0.674
O (1.009, -1.443, -2.992)  -0.962
P (1.660, -0.286, -2.389)  1.079
H (-0.335, -1.160, -0.024)  0.180
H (-0.684, 0.427, -0.889)  0.175
H (-1.298, 0.300, 1.565)  0.215
H (0.288, 0.115, 2.161)  0.222
H (-0.339, 1.553, 1.309)  0.210

Summary:
Total charge: 0
Spin multiplicity: 1
HOMO-LUMO gap (spin up / spin down) (eV): 7.43 / 6.42
E_HOMO (spin up / spin down) (eV): -8.18 / -7.39
F_max (eV/A): 3.93
Energy above the lowest of the compared OMol25 structures with the same formula, charge and spin (eV): 3.082

2.
# C2H5OP

A cluster of 2 separate species, C2H5OP in total at a distorted geometry (ωB97M-V with the def2-TZVPD basis set, OMol25).

Each line ends with the natural charge from an NBO analysis.
Geometry (Å):
C (-3.244, 0.348, -0.023)  0.281
O (-2.627, 0.464, -1.043)  -0.491
H (-4.398, 0.168, 0.169)  0.108
H (-2.650, 0.261, 0.858)  0.103
C (0.418, 1.563, -0.206)  -0.799
P (0.914, 0.110, 0.372)  0.444
H (0.113, 1.545, -1.215)  0.214
H (-0.061, 2.292, 0.397)  0.211
H (1.013, 0.511, 1.770)  -0.070

Summary:
Total charge: 0
Spin multiplicity: 1
HOMO-LUMO gap (eV): 9.95
E_HOMO (eV): -9.72
F_max (eV/A): 2.07
Structure (SMILES): C=O.C=P
Energy above the lowest of the compared OMol25 structures with the same formula, charge and spin (eV): 2.440

3.
# C2H5OP

A cluster of 2 separate species, C2H5OP in total at a distorted geometry (ωB97M-V with the def2-TZVPD basis set, OMol25).

Each line ends with the natural charge from an NBO analysis.
Geometry (Å):
C (-1.542, 0.221, 0.204)  0.414
C (0.944, 0.799, 0.166)  -0.794
O (-1.758, -0.890, -0.085)  -0.466
P (1.443, -0.918, 0.041)  0.263
H (-2.172, 1.030, 0.571)  0.144
H (0.958, 1.354, -0.788)  0.217
H (0.594, 1.326, 1.060)  0.221
H (1.368, -1.134, -1.386)  -0.015
H (0.164, -1.789, 0.217)  0.016

Summary:
Total charge: 0
Spin multiplicity: 1
HOMO-LUMO gap (spin up / spin down) (eV): 8.01 / 8.13
E_HOMO (spin up / spin down) (eV): -7.96 / -7.81
F_max (eV/A): 2.84
Energy above the lowest of the compared OMol25 structures with the same formula, charge and spin (eV): 4.195

4.
# C2H5OP

An isolated molecule of C2H5OP at a distorted geometry (ωB97M-V with the def2-TZVPD basis set, OMol25).

Each line ends with the natural charge from an NBO analysis.
Geometry (Å):
C (0.860, -0.014, 0.700)  -0.725
C (0.128, -0.340, -0.453)  -0.122
O (-1.247, -0.898, -0.296)  -0.691
P (0.282, 1.516, -0.238)  0.413
H (0.384, -0.452, 1.682)  0.267
H (1.947, -0.073, 0.679)  0.247
H (0.681, -0.657, -1.321)  0.220
H (-1.878, -0.493, -0.951)  0.483
H (-1.156, 1.410, 0.199)  -0.092

Summary:
Total charge: 0
Spin multiplicity: 3
HOMO-LUMO gap (spin up / spin down) (eV): 5.57 / 7.02
E_HOMO (spin up / spin down) (eV): -4.62 / -9.93
F_max (eV/A): 6.30
Energy above the lowest of the compared OMol25 structures with the same formula, charge and spin (eV): 3.122

5.
# C2H5OPS

A cluster of 2 separate species, C2H5OPS in total at a distorted geometry (ωB97M-V with the def2-TZVPD basis set, OMol25).

Each line ends with the natural charge from an NBO analysis.
Geometry (Å):
C (1.496, -0.300, -0.065)  -1.002
P (0.473, -1.559, 0.236)  1.063
O (1.106, -2.176, 1.531)  -1.009
H (2.511, -0.235, 0.279)  0.211
H (1.212, 0.335, -0.974)  0.233
H (2.110, -2.019, 1.715)  0.504
C (-2.317, 1.449, -0.756)  -0.489
S (-1.203, 2.139, 0.110)  0.114
H (-2.194, 0.399, -1.118)  0.191
H (-3.195, 1.967, -0.959)  0.185

Summary:
Total charge: 0
Spin multiplicity: 1
HOMO-LUMO gap (eV): 8.32
E_HOMO (eV): -8.50
F_max (eV/A): 4.48
Structure (SMILES): C=PO.C=S
Energy above the lowest of the compared OMol25 structures with the same formula, charge and spin (eV): 1.951

6.
# C2H5OPS

A structure of composition C2H5OPS at a distorted geometry (ωB97M-V with the def2-TZVPD basis set, OMol25).

Each line ends with the natural charge from an NBO analysis.
Geometry (Å):
C (-0.855, -1.155, 0.561)  -0.660
C (0.566, 1.022, 0.070)  -0.281
O (1.300, 0.794, -1.141)  -0.713
P (-1.194, 0.422, -0.078)  0.564
S (0.906, 0.035, 1.669)  0.004
H (-1.575, -1.417, 1.337)  0.238
H (-0.279, -1.852, -0.078)  0.228
H (0.856, 2.081, 0.399)  0.221
H (1.317, -0.134, -1.315)  0.465
H (-1.041, 0.203, -1.424)  -0.066

Summary:
Total charge: 0
Spin multiplicity: 1
HOMO-LUMO gap (eV): 7.88
E_HOMO (eV): -9.00
F_max (eV/A): 3.70
Energy above the lowest of the compared OMol25 structures with the same formula, charge and spin (eV): 2.817

7.
# C2H5OPS

A cluster of 2 separate species, C2H5OPS in total at a distorted geometry (ωB97M-V with the def2-TZVPD basis set, OMol25).

Each line ends with the natural charge from an NBO analysis.
Geometry (Å):
C (1.026, 0.572, 0.069)  -0.819
C (-1.420, -0.886, -0.160)  -0.944
O (3.541, 0.080, -0.253)  -0.899
P (-0.694, 0.849, -0.354)  0.632
S (2.202, -0.463, -0.349)  1.174
H (1.128, 2.376, 0.455)  0.188
H (-0.932, -1.458, 0.626)  0.228
H (-1.448, -1.520, -1.050)  0.237
H (-2.460, -0.860, 0.109)  0.239
H (-0.943, 1.309, 0.908)  -0.036

Summary:
Total charge: 0
Spin multiplicity: 1
HOMO-LUMO gap (eV): 8.01
E_HOMO (eV): -8.99
F_max (eV/A): 4.03
Energy above the lowest of the compared OMol25 structures with the same formula, charge and spin (eV): 4.857

8.
# C2H5OPS2

A structure of composition C2H5OPS2 at a distorted geometry (ωB97M-V with the def2-TZVPD basis set, OMol25).

Each line ends with the natural charge from an NBO analysis.
Geometry (Å):
C (0.733, 0.114, 1.374)  -0.604
C (-0.489, 0.477, 0.498)  -0.600
O (0.843, 0.055, -1.742)  -0.932
P (-0.252, -1.867, -2.661)  0.533
S (-1.862, -0.890, -2.321)  -0.253
S (-0.208, 1.009, -1.254)  0.802
H (1.487, 0.935, 1.099)  0.206
H (0.546, -0.067, 2.387)  0.215
H (1.097, -0.770, 0.928)  0.205
H (-0.846, 1.410, 1.035)  0.220
H (-1.049, -0.406, 0.658)  0.208

Summary:
Total charge: 0
Spin multiplicity: 1
HOMO-LUMO gap (spin up / spin down) (eV): 6.23 / 6.24
E_HOMO (spin up / spin down) (eV): -7.89 / -7.90
F_max (eV/A): 4.88
Energy above the lowest of the compared OMol25 structures with the same formula, charge and spin (eV): 2.882

9.
# C2H5OPS2

An isolated molecule of C2H5OPS2 at a distorted geometry (ωB97M-V with the def2-TZVPD basis set, OMol25).

Each line ends with the natural charge from an NBO analysis.
Geometry (Å):
C (0.822, 0.353, 1.035)  -0.623
C (0.403, 0.743, -0.334)  -0.606
O (-0.154, -1.812, -0.882)  -0.823
P (-1.971, -2.040, -0.444)  0.455
S (-2.909, -0.485, -1.137)  -0.472
S (0.550, -0.507, -1.601)  0.903
H (0.054, -0.272, 1.418)  0.230
H (1.799, -0.026, 1.351)  0.228
H (0.711, 1.267, 1.574)  0.220
H (1.136, 1.409, -0.786)  0.223
H (-0.442, 1.369, -0.195)  0.265

Summary:
Total charge: 0
Spin multiplicity: 3
HOMO-LUMO gap (spin up / spin down) (eV): 6.63 / 5.19
E_HOMO (spin up / spin down) (eV): -6.52 / -8.70
F_max (eV/A): 3.64
Energy above the lowest of the compared OMol25 structures with the same formula, charge and spin (eV): 0.000

10.
# C2H5OPS3

An isolated molecule of C2H5OPS3 at a distorted geometry (ωB97M-V with the def2-TZVPD basis set, OMol25).

Each line ends with the natural charge from an NBO analysis.
Geometry (Å):
C (-0.738, 0.300, -0.825)  -0.105
C (-1.443, 0.485, 0.468)  -0.644
O (0.174, -0.739, -0.672)  -0.794
P (1.254, -0.534, 0.502)  0.979
S (1.881, 1.333, 0.372)  -0.396
S (-3.153, 1.056, 0.569)  0.130
S (2.557, -1.892, -0.400)  -0.218
H (-1.216, 0.096, -1.736)  0.211
H (-0.109, 1.167, -1.042)  0.199
H (-1.492, -0.385, 1.099)  0.249
H (-0.894, 1.255, 0.976)  0.262
H (3.179, -2.143, 0.688)  0.127

Summary:
Total charge: 0
Spin multiplicity: 1
HOMO-LUMO gap (spin up / spin down) (eV): 6.70 / 6.78
E_HOMO (spin up / spin down) (eV): -9.26 / -8.88
F_max (eV/A): 2.28
Energy above the lowest of the compared OMol25 structures with the same formula, charge and spin (eV): 2.675